Entry from the OMol25 dataset: C21H17ClIN7O3PtS2 as an isolated structure (ωB97M-V with the def2-TZVPD basis set).

The calculated total energy comes out at -3092.9602 Eh. The calculation puts the HOMO-LUMO gap (spin up / spin down) at 5.56 / 6.68 eV. As for the spin multiplicity: 3. As for the expectation value of S²: 2.01. The energy above the lowest of the compared OMol25 structures with the same formula, charge and spin is 0.0000 eV.

Last column: Löwdin charge in e.
Atoms and positions in Å:
Pt 11.59417 13.50294 5.23060  1.270
I 6.21254 13.07908 5.69660  0.941
Cl 7.75463 13.15213 11.12941  0.680
S 9.40475 16.17364 4.18329  0.948
S 11.09379 17.98014 5.82456  0.920
O 9.48118 13.52393 5.52485  -0.314
O 13.64157 13.65654 4.96804  -0.243
O 15.97439 12.94670 4.85472  0.004
N 11.30153 13.52197 7.37911  -0.022
N 12.59243 6.98810 5.88446  0.163
N 11.82620 11.59289 5.62568  -0.013
N 13.77682 8.63467 7.04921  0.164
N 11.86715 15.52759 4.97667  -0.307
N 13.13516 15.93148 5.08739  0.032
N 12.16586 9.16306 5.37358  0.122
C 8.60318 17.78497 4.50885  -0.474
C 17.76634 14.57473 5.13362  -0.014
C 7.66446 13.15912 7.10951  -0.725
C 10.66866 13.14561 10.07509  -0.023
C 11.99911 10.41838 5.57267  -0.240
C 17.16253 16.89519 5.31641  -0.108
C 7.32030 13.10656 8.44367  -0.188
C 9.36887 18.53364 5.60085  -0.508
C 12.27615 13.51464 8.28927  -0.101
C 9.63289 13.17622 9.15370  -0.196
C 8.26583 13.14714 9.47980  -0.632
C 11.98408 13.34131 9.64950  -0.035
C 9.01985 13.31482 6.71651  -0.420
C 15.84369 16.58059 5.14970  -0.038
C 14.00034 14.93029 4.98737  -0.378
C 12.83442 8.28332 6.08860  -0.468
C 16.39422 14.23307 4.94579  -0.264
C 18.13164 15.88705 5.39379  -0.089
C 10.86809 16.41148 5.07066  -0.902
C 15.43887 15.24559 4.97242  -0.097
C 10.02200 13.28633 7.77754  -0.127
H 14.22317 9.53086 6.94416  0.105
H 12.84008 6.38455 6.68147  0.130
H 13.28998 13.68515 7.96234  0.113
H 8.48017 18.26499 3.52412  0.078
H 19.17919 16.07503 5.59732  0.099
H 12.75170 13.24584 10.42130  0.108
H 14.93824 12.90842 5.02862  0.081
H 10.38600 13.04520 11.11393  0.087
H 17.50042 17.94844 5.37722  0.108
H 14.46015 7.91373 7.31303  0.116
H 9.40424 19.59486 5.36599  0.068
H 18.46433 13.78088 4.91243  0.107
H 15.05365 17.32432 5.15468  0.107
H 8.90273 18.40335 6.58805  0.075
H 7.60864 17.55150 4.91322  0.074
H 6.25516 13.02093 8.73902  0.100
H 11.79764 6.74156 5.30252  0.127